# 1
This record from the OMol25 dataset describes a molecular structure, C16H15FeN4O5. The level of theory is the ωB97M-V functional and the def2-TZVPD basis.

Last column: Löwdin charge in e.
Atoms and positions in Å:
1 Fe 0.017 1.127 0.410  0.625
2 C -1.314 2.331 1.560  -0.103
3 C -0.305 1.808 2.407  -0.109
4 C 0.937 2.302 1.957  -0.089
5 C 0.706 3.063 0.777  -0.105
6 C -0.699 3.106 0.560  -0.097
7 H -2.365 2.106 1.605  0.122
8 H -0.445 1.107 3.211  0.123
9 H 1.900 2.057 2.374  0.131
10 H 1.458 3.526 0.160  0.132
11 H -1.202 3.531 -0.292  0.131
12 O 2.814 -1.537 2.620  0.052
13 C 2.054 -0.922 1.888  -0.607
14 O 0.813 -0.667 2.047  -0.105
15 C 2.591 -0.414 0.555  -0.138
16 C 3.860 -0.731 0.099  0.020
17 C 4.244 -0.321 -1.169  -0.025
18 C 3.340 0.373 -1.959  0.022
19 C 2.096 0.659 -1.431  -0.145
20 N 1.746 0.293 -0.198  0.115
21 C 0.992 1.354 -2.193  -0.556
22 O 1.166 1.729 -3.334  0.082
23 O -0.096 1.443 -1.504  -0.068
24 H 4.502 -1.304 0.752  0.122
25 H 5.231 -0.556 -1.544  0.113
26 H 3.559 0.698 -2.966  0.125
27 C -3.112 -3.344 -0.729  -0.025
28 N -2.793 -1.958 -0.495  -0.097
29 C -3.453 -0.863 -1.163  -0.029
30 C -2.637 0.328 -0.677  -0.446
31 O -2.946 1.480 -0.841  0.091
32 N -1.523 -0.158 -0.002  0.122
33 C -1.677 -1.489 0.104  -0.359
34 N -0.822 -2.270 0.735  0.234
35 H -4.187 -3.439 -0.868  0.095
36 H -2.848 -3.953 0.136  0.085
37 H -2.607 -3.742 -1.614  0.099
38 H -4.497 -0.760 -0.865  0.139
39 H -3.394 -0.936 -2.253  0.145
40 H -0.106 -1.803 1.331  0.071
41 H -0.996 -3.255 0.810  0.106

Its charge is 0. For the HOMO energy (alpha / beta), the calculation gives -0.3268 / -0.3417 Eh. The value obtained for the LUMO energy (alpha / beta) is -0.04 / 0.09 eV. As for the HOMO-LUMO gap (alpha / beta): 0.3254 / 0.3451 Eh. The spin multiplicity is 2. The largest force on an atom is 0.437 eV Å⁻¹.

=====

# 2
This record from the OMol25 dataset describes a molecular structure, C16H15N3TeTl. The level of theory is the ωB97M-V functional and the def2-TZVPD basis.

Last column: Löwdin charge in e.
Atoms and positions in Å:
1 Tl 0.968 -0.807 0.019  0.989
2 Te -0.070 -0.035 3.167  1.231
3 C -0.089 -0.006 5.270  -0.549
4 C 0.484 1.069 5.939  -0.140
5 C 0.516 1.057 7.328  -0.072
6 C -0.023 -0.013 8.029  -0.069
7 C -0.604 -1.075 7.349  -0.073
8 C -0.643 -1.077 5.961  -0.142
9 C 1.834 -0.948 3.003  -0.688
10 C 1.948 -2.337 3.057  -0.169
11 C 3.193 -2.936 2.901  -0.068
12 C 4.321 -2.154 2.683  -0.064
13 C 4.210 -0.770 2.632  -0.071
14 C 2.968 -0.163 2.790  -0.180
15 H 0.898 1.905 5.392  0.094
16 H 0.961 1.889 7.859  0.111
17 H 0.004 -0.016 9.110  0.110
18 H -1.032 -1.905 7.897  0.110
19 H -1.102 -1.901 5.430  0.093
20 H 1.071 -2.949 3.232  0.100
21 H 3.282 -4.014 2.957  0.114
22 H 5.288 -2.623 2.556  0.113
23 H 5.091 -0.159 2.478  0.113
24 H 2.885 0.916 2.756  0.098
25 N -1.117 2.044 -5.088  0.154
26 C -0.568 0.978 -4.465  -0.360
27 C -0.482 0.905 -3.060  -0.072
28 N 0.064 -0.137 -2.465  -0.088
29 C 0.539 -1.127 -3.230  -0.196
30 C 0.453 -1.046 -4.606  -0.102
31 N -0.091 -0.006 -5.225  0.138
32 H -1.520 2.810 -4.582  0.107
33 H -1.167 2.037 -6.091  0.113
34 H -0.869 1.702 -2.435  0.120
35 H 0.979 -1.993 -2.746  0.074
36 H 0.832 -1.845 -5.234  0.118

Its charge is +1. For the HOMO energy, the calculation gives -0.4140 Eh. The value obtained for the LUMO energy is -3.85 eV. As for the HOMO-LUMO gap: 0.2724 Eh. The spin multiplicity is 1. The largest force on an atom is 0.188 eV Å⁻¹.

=====

# 3
This record from the OMol25 dataset describes a single C16H15NO6S molecule. The level of theory is the ωB97M-V functional and the def2-TZVPD basis.

Last column: Löwdin charge in e.
Atoms and positions in Å:
1 C 2.336 -1.485 0.402  -0.054
2 O 1.008 -1.957 0.483  -0.064
3 C 0.170 -1.417 1.389  -0.201
4 C 0.500 -0.409 2.292  0.012
5 C -0.449 0.080 3.167  -0.001
6 C -1.748 -0.422 3.170  -0.184
7 C -2.745 0.120 4.096  -0.233
8 O -2.551 1.018 4.878  0.054
9 C -2.089 -1.435 2.269  0.048
10 C -1.147 -1.929 1.394  -0.241
11 O -1.467 -2.901 0.476  -0.124
12 S -2.403 -2.389 -0.757  0.693
13 O -3.644 -1.908 -0.230  -0.256
14 O -2.418 -3.451 -1.703  -0.238
15 C -1.425 -1.010 -1.311  -0.276
16 C -0.260 -1.250 -2.011  -0.034
17 C 0.594 -0.200 -2.293  0.004
18 C 0.274 1.087 -1.860  -0.211
19 N 1.118 2.174 -2.089  0.120
20 C 2.471 2.147 -2.322  -0.511
21 C 3.049 3.530 -2.512  0.003
22 O 3.124 1.133 -2.359  0.072
23 C -0.926 1.316 -1.183  0.002
24 C -1.771 0.261 -0.898  -0.042
25 H 2.370 -0.433 0.105  0.089
26 H 2.811 -2.085 -0.371  0.104
27 H 2.868 -1.622 1.347  0.100
28 H 1.497 0.001 2.307  0.110
29 H -0.199 0.864 3.866  0.122
30 H -3.735 -0.370 4.021  0.126
31 H -3.092 -1.830 2.227  0.128
32 H -0.036 -2.258 -2.318  0.130
33 H 1.516 -0.371 -2.822  0.112
34 H 0.696 3.082 -1.953  0.145
35 H 4.110 3.446 -2.729  0.086
36 H 2.552 4.035 -3.337  0.086
37 H 2.917 4.121 -1.608  0.086
38 H -1.183 2.316 -0.864  0.116
39 H -2.693 0.402 -0.358  0.121

Its charge is 0. For the HOMO energy, the calculation gives -0.3317 Eh. The value obtained for the LUMO energy is 0.08 eV. Its structure (SMILES) is COc1ccc(C=O)cc1OS(=O)(=O)c1ccc(NC(C)=O)cc1. As for the HOMO-LUMO gap: 0.3348 Eh. The spin multiplicity is 1. The largest force on an atom is 0.997 eV Å⁻¹.

=====

# 4
This record from the OMol25 dataset describes a molecular structure, C16H16BrFeN5O2S4Sb. The level of theory is the ωB97M-V functional and the def2-TZVPD basis.

Last column: Löwdin charge in e.
Atoms and positions in Å:
1 Fe -1.768 1.737 0.093  0.056
2 C 3.368 0.974 3.564  -0.112
3 C 2.477 2.207 3.552  -0.282
4 N 1.064 1.875 3.575  -0.050
5 C 0.370 1.639 2.404  -0.815
6 S -1.332 1.701 2.518  0.628
7 N 1.136 1.369 1.366  0.012
8 N 0.426 1.194 0.230  -0.056
9 C 1.043 0.815 -0.828  -0.298
10 C 2.503 0.498 -0.892  -0.034
11 C 0.204 0.699 -2.044  -0.214
12 C 0.695 0.190 -3.246  -0.020
13 C -0.160 0.108 -4.333  -0.081
14 C -1.471 0.537 -4.202  -0.064
15 C -1.884 1.037 -2.975  -0.110
16 N -1.065 1.116 -1.938  0.026
17 H 4.421 1.267 3.589  0.059
18 H 3.191 0.373 2.672  0.050
19 H 3.159 0.358 4.440  0.064
20 H 2.701 2.820 2.675  0.105
21 H 2.677 2.810 4.443  0.104
22 H 0.503 2.362 4.252  0.090
23 H 2.929 0.583 0.104  0.052
24 H 3.023 1.190 -1.560  0.082
25 H 2.669 -0.517 -1.263  0.074
26 H 1.719 -0.143 -3.328  0.098
27 H 0.200 -0.292 -5.273  0.096
28 H -2.172 0.485 -5.024  0.095
29 H -2.894 1.385 -2.788  0.085
30 S -4.016 5.610 1.420  -0.529
31 Sb -3.436 4.475 -0.506  0.052
32 S -3.986 2.054 -0.126  -0.117
33 S -1.032 3.955 -0.379  -0.204
34 Br -1.850 -6.974 0.216  0.662
35 C -1.179 -5.202 0.028  -0.674
36 C 0.163 -5.019 -0.260  -0.232
37 N 0.700 -3.811 -0.403  0.058
38 C -0.104 -2.758 -0.255  -0.072
39 C -1.463 -2.847 0.026  -0.084
40 C -2.014 -4.111 0.173  -0.058
41 C -2.353 -1.593 0.161  -0.623
42 O -3.538 -1.794 0.424  0.008
43 O -1.703 -0.521 0.043  -0.129
44 H 0.817 -5.877 -0.376  0.086
45 H 0.335 -1.773 -0.360  0.103
46 H -3.071 -4.193 0.389  0.113

Its charge is -2. For the HOMO energy (alpha / beta), the calculation gives -0.0331 / -0.0369 Eh. The value obtained for the LUMO energy (alpha / beta) is 3.67 / 3.67 eV. As for the HOMO-LUMO gap (alpha / beta): 0.1679 / 0.1717 Eh. The spin multiplicity is 6. The largest force on an atom is 0.575 eV Å⁻¹.

=====

# 5
This record from the OMol25 dataset describes a single C16H16Cl2O4S molecule at a distorted geometry. The level of theory is the ωB97M-V functional and the def2-TZVPD basis.

Last column: Löwdin charge in e.
Atoms and positions in Å:
1 C -5.966 -1.568 1.510  -0.063
2 O -4.810 -2.159 2.175  -0.108
3 C -3.656 -2.357 1.448  -0.248
4 C -2.436 -2.437 2.183  -0.014
5 C -1.222 -2.042 1.620  -0.021
6 C -1.149 -1.690 0.233  -0.196
7 C 0.136 -1.311 -0.507  -0.433
8 O 0.295 -1.803 -1.774  -0.120
9 C 1.485 -2.707 -2.001  -0.008
10 C 0.691 0.154 0.021  -0.603
11 Cl -0.532 1.175 -0.767  0.657
12 S 2.470 0.444 -0.579  0.764
13 O 2.741 0.071 -1.968  -0.322
14 O 3.139 -0.267 0.569  -0.359
15 C 2.868 2.238 -0.548  -0.273
16 C 2.495 3.137 -1.550  -0.047
17 C 2.871 4.480 -1.429  -0.082
18 C 3.588 4.896 -0.304  -0.684
19 Cl 4.046 6.531 -0.138  0.710
20 C 3.903 3.997 0.716  -0.086
21 C 3.539 2.661 0.583  -0.063
22 C -2.346 -1.635 -0.488  -0.049
23 C -3.593 -1.989 0.063  -0.010
24 H -6.732 -1.446 2.277  0.088
25 H -5.725 -0.586 1.079  0.095
26 H -6.362 -2.228 0.724  0.090
27 H -2.511 -2.772 3.238  0.122
28 H -0.312 -2.070 2.248  0.121
29 H 0.976 -1.559 0.287  0.142
30 H 1.491 -3.123 -3.031  0.096
31 H 2.400 -2.126 -1.846  0.056
32 H 1.495 -3.586 -1.311  0.100
33 H 0.784 0.598 0.995  0.080
34 H 1.890 2.825 -2.399  0.118
35 H 2.631 5.201 -2.205  0.111
36 H 4.447 4.318 1.595  0.109
37 H 3.754 1.942 1.366  0.112
38 H -2.289 -1.375 -1.546  0.116
39 H -4.495 -1.832 -0.539  0.102

Its charge is 0. For the HOMO energy, the calculation gives -0.3040 Eh. The value obtained for the LUMO energy is 0.16 eV. Its structure (SMILES) is COc1ccc([C@@H](OC)[C@H](Cl)S(=O)(=O)c2ccc(Cl)cc2)cc1. As for the HOMO-LUMO gap: 0.3100 Eh. The spin multiplicity is 1. The largest force on an atom is 7.493 eV Å⁻¹.

=====

# 6
This record from the OMol25 dataset describes 4 unconnected molecules or ions with the total composition C16H16Cl3N3. The level of theory is the ωB97M-V functional and the def2-TZVPD basis.

Last column: Löwdin charge in e.
Atoms and positions in Å:
1 Cl -0.994 -0.960 1.210  0.551
2 C -0.119 -0.067 -0.031  -1.549
3 Cl 0.921 -1.151 -0.953  0.545
4 Cl 0.817 1.255 0.661  0.549
5 H -0.853 0.370 -0.695  0.013
6 C -2.307 -5.425 0.868  -0.081
7 C -2.374 -6.798 0.710  -0.075
8 C -1.464 -7.409 -0.149  -0.161
9 N -0.501 -6.748 -0.767  0.049
10 C -0.437 -5.429 -0.591  -0.153
11 C -1.362 -4.709 0.145  -0.074
12 H -2.959 -4.953 1.593  0.105
13 H -3.076 -7.381 1.291  0.099
14 H -1.497 -8.479 -0.325  0.102
15 H 0.375 -4.965 -1.141  0.101
16 H -1.301 -3.631 0.193  0.051
17 C 1.061 1.440 -3.679  -0.090
18 C -0.022 1.170 -4.496  -0.075
19 C -0.246 1.991 -5.595  -0.157
20 N 0.533 3.017 -5.917  0.053
21 C 1.583 3.254 -5.135  -0.157
22 C 1.884 2.512 -4.003  -0.069
23 H 1.311 0.802 -2.841  0.051
24 H -0.652 0.313 -4.299  0.099
25 H -1.114 1.804 -6.220  0.103
26 H 2.206 4.084 -5.452  0.103
27 H 2.771 2.746 -3.429  0.101
28 C 0.730 3.891 3.263  -0.095
29 C -0.182 4.689 3.941  -0.076
30 C -0.184 4.685 5.327  -0.156
31 N 0.673 3.982 6.065  0.054
32 C 1.565 3.254 5.410  -0.160
33 C 1.621 3.159 4.024  -0.081
34 H 0.697 3.838 2.183  0.078
35 H -0.848 5.337 3.386  0.100
36 H -0.890 5.313 5.861  0.102
37 H 2.303 2.727 6.005  0.103
38 H 2.332 2.471 3.582  0.096

Its charge is 0. For the HOMO energy, the calculation gives -0.3595 Eh. The value obtained for the LUMO energy is 0.35 eV. Its structure (SMILES) is ClC(Cl)Cl.c1ccncc1.c1ccncc1.c1ccncc1. As for the HOMO-LUMO gap: 0.3725 Eh. The spin multiplicity is 1. The largest force on an atom is 0.672 eV Å⁻¹.

=====

# 7
This record from the OMol25 dataset describes a single C16H16ClNO5S2 molecule. The level of theory is the ωB97M-V functional and the def2-TZVPD basis.

Last column: Löwdin charge in e.
Atoms and positions in Å:
1 C 0.180 -3.740 1.931  -0.049
2 C 0.190 -4.177 0.473  -0.193
3 O 0.583 -3.078 -0.357  0.030
4 C -0.370 -2.356 -0.899  -0.429
5 O -1.554 -2.597 -0.882  0.118
6 C 0.183 -1.075 -1.532  -0.411
7 O 1.362 -0.829 -1.667  0.101
8 N -0.821 -0.248 -1.902  0.084
9 C -0.602 1.170 -1.949  -0.135
10 C -0.957 1.839 -0.617  -0.324
11 C -2.391 1.760 -0.255  -0.549
12 C -3.113 0.679 0.155  -0.123
13 C -4.466 0.991 0.417  -0.165
14 C -4.756 2.298 0.203  -0.403
15 S -3.381 3.185 -0.317  1.055
16 S -0.034 1.065 0.802  0.753
17 O -0.328 -0.346 0.871  -0.288
18 O -0.367 1.852 1.956  -0.276
19 C 1.721 1.266 0.470  -0.269
20 C 2.219 2.522 0.173  -0.052
21 C 3.571 2.679 -0.071  -0.089
22 C 4.404 1.569 -0.009  -0.663
23 Cl 6.085 1.761 -0.321  0.695
24 C 3.906 0.313 0.309  -0.072
25 C 2.552 0.165 0.552  -0.053
26 H 1.186 -3.488 2.257  0.078
27 H -0.448 -2.859 2.041  0.074
28 H -0.208 -4.541 2.554  0.079
29 H 0.927 -4.963 0.295  0.126
30 H -0.803 -4.516 0.163  0.120
31 H -1.754 -0.572 -1.669  0.126
32 H 0.459 1.322 -2.171  0.129
33 H -1.206 1.610 -2.750  0.138
34 H -0.629 2.879 -0.620  0.117
35 H -2.693 -0.299 0.304  0.103
36 H -5.187 0.267 0.751  0.106
37 H -5.694 2.803 0.319  0.062
38 H 1.558 3.374 0.148  0.117
39 H 3.980 3.649 -0.308  0.108
40 H 4.567 -0.536 0.357  0.113
41 H 2.130 -0.796 0.794  0.113

Its charge is 0. For the HOMO energy, the calculation gives -0.3366 Eh. The value obtained for the LUMO energy is 0.39 eV. Its structure (SMILES) is CCOC(=O)C(=O)NC[C@@H](c1cccs1)S(=O)(=O)c1ccc(Cl)cc1. As for the HOMO-LUMO gap: 0.3510 Eh. The spin multiplicity is 1. The largest force on an atom is 0.930 eV Å⁻¹.

=====

# 8
This record from the OMol25 dataset describes a single C16H16F3N3O6S molecule. The level of theory is the ωB97M-V functional and the def2-TZVPD basis.

Last column: Löwdin charge in e.
Atoms and positions in Å:
1 C -0.690 -4.426 2.094  -0.021
2 O 0.024 -3.233 1.807  -0.047
3 C 0.314 -3.012 0.534  -0.487
4 O 0.162 -3.810 -0.360  0.106
5 C 0.890 -1.670 0.327  -0.031
6 C 1.419 -1.195 -0.820  -0.211
7 C 1.680 -1.889 -2.099  0.020
8 N 1.741 0.153 -0.689  0.191
9 C 1.382 0.656 0.523  -0.399
10 O 1.442 1.799 0.884  0.137
11 C 0.879 -0.563 1.353  -0.254
12 N -0.381 -0.346 2.002  0.002
13 S -1.803 -0.428 1.104  0.695
14 O -2.789 0.169 1.945  -0.263
15 O -1.989 -1.775 0.662  -0.248
16 C -1.511 0.592 -0.331  -0.279
17 C -1.433 1.966 -0.201  -0.040
18 C -1.211 2.751 -1.316  0.022
19 C -1.080 2.152 -2.571  -0.206
20 N -0.872 2.883 -3.736  0.118
21 C -0.761 4.245 -3.896  -0.504
22 C -0.595 4.632 -5.348  0.001
23 O -0.787 5.039 -2.990  0.085
24 C -1.171 0.761 -2.685  -0.013
25 C -1.387 -0.018 -1.565  -0.059
26 C 1.966 -0.789 2.427  -0.562
27 F 1.773 -1.853 3.195  0.182
28 F 2.064 0.261 3.249  0.168
29 F 3.172 -0.942 1.852  0.165
30 H -0.246 -5.271 1.564  0.096
31 H -0.630 -4.563 3.170  0.098
32 H -1.727 -4.302 1.776  0.099
33 H 2.752 -2.023 -2.237  0.100
34 H 1.199 -2.863 -2.077  0.081
35 H 1.298 -1.302 -2.932  0.084
36 H 2.110 0.721 -1.437  0.175
37 H -0.386 0.452 2.621  0.130
38 H -1.556 2.414 0.771  0.128
39 H -1.144 3.822 -1.228  0.107
40 H -0.845 2.329 -4.582  0.142
41 H -0.488 5.710 -5.419  0.086
42 H 0.288 4.157 -5.770  0.084
43 H -1.468 4.323 -5.920  0.086
44 H -1.087 0.296 -3.657  0.114
45 H -1.474 -1.091 -1.626  0.122

Its charge is 0. For the HOMO energy, the calculation gives -0.3389 Eh. The value obtained for the LUMO energy is 0.09 eV. Its structure (SMILES) is COC(=O)C1=C(C)NC(=O)[C@]1(NS(=O)(=O)c1ccc(NC(C)=O)cc1)C(F)(F)F. As for the HOMO-LUMO gap: 0.3421 Eh. The spin multiplicity is 1. The largest force on an atom is 0.824 eV Å⁻¹.